DFT (ωB97M-V/def2-TZVPD) results for C54H62BrN4O11 as an isolated structure.

Structure (XYZ):
```
132
Properties=species:S:1:pos:R:3:forces:R:3
C -2.62188 -4.68377 -3.38902 -0.806 0.603 -1.014
C -2.94211 -3.26658 -2.94164 0.483 -0.250 0.622
O -2.52125 -2.83888 -1.90261 -0.243 0.140 0.044
O -3.76167 -2.50553 -3.72610 0.476 -0.079 0.052
C -3.19712 -2.22085 -5.01621 -0.533 0.002 -0.776
C -2.94048 -0.72825 -5.22505 0.864 -0.177 0.164
C -2.35278 -0.01529 -3.98247 -0.668 -0.094 -0.063
C -3.26431 1.14969 -3.56561 -0.087 -0.179 -0.218
C -3.13284 2.43138 -4.40610 0.058 -0.511 0.205
C -1.68847 2.91058 -4.58743 -0.641 0.469 0.239
C -1.14613 3.41178 -3.23129 -0.299 -0.368 -0.753
C -0.23218 4.61565 -3.38425 -0.042 -0.390 0.550
C 0.26079 5.20335 -2.04915 -0.225 -0.089 -1.272
C -0.84863 5.62346 -1.06512 -0.289 0.270 0.214
N -2.14944 5.94298 -1.73667 0.774 0.812 0.466
C -2.08199 7.06405 -2.24289 0.513 1.005 -2.604
O -1.92763 8.02322 -2.92383 -0.808 -1.789 2.021
C -1.05232 4.67709 0.10172 -0.584 0.690 0.190
O -1.53959 3.44369 -0.29062 0.184 0.307 0.219
C -1.87310 2.57984 0.79466 0.272 -0.788 -0.580
C -3.09763 1.77197 0.44766 -0.968 -1.108 -0.059
C -3.48555 0.85008 1.62893 0.368 0.420 -0.327
O -4.15873 2.62791 0.07460 0.178 0.613 0.291
N 0.28500 4.55558 0.75217 -0.276 -0.640 -1.386
C 1.09276 3.89042 -0.14624 0.341 -0.295 0.993
N 1.73136 2.83733 0.27092 0.333 0.036 -0.687
C 2.63816 2.01646 -0.52756 0.565 -1.232 0.385
C 2.05044 0.62153 -0.87385 0.699 0.742 0.228
C 3.17204 -0.44277 -0.92643 -0.514 0.074 -0.898
C 3.47347 -0.80869 -2.39829 0.000 0.458 0.832
C 3.95252 0.38550 -3.22813 0.490 -0.211 0.199
C 5.26728 1.02771 -2.72147 -0.564 0.535 -0.898
O 6.36592 0.77547 -3.61817 -0.356 -0.007 0.116
C 6.48529 1.75880 -4.57990 0.661 0.462 -0.301
C 5.49245 1.83559 -5.72915 -0.024 -0.444 0.865
O 7.38991 2.53846 -4.51138 0.005 -0.141 0.109
N 1.30032 4.28839 -1.46329 -0.368 0.996 0.661
Br 2.95509 5.25310 -1.37888 0.127 -0.244 -0.144
H -1.57015 -4.79952 -3.63361 0.137 -0.009 0.352
H -3.18235 -4.88738 -4.30367 0.009 -0.224 0.091
H -2.94896 -5.36879 -2.61450 0.216 -0.060 0.119
H -2.28807 -2.79953 -5.19231 0.069 0.016 0.269
H -3.92149 -2.55031 -5.76450 0.037 -0.103 0.018
H -2.20735 -0.66001 -6.03381 -0.168 -0.038 -0.169
H -3.84081 -0.24299 -5.59733 -0.110 0.076 0.215
H -2.30890 -0.71752 -3.15068 -0.013 0.001 -0.007
H -1.32487 0.28778 -4.18203 -0.014 0.168 0.054
H -4.28985 0.79057 -3.69124 -0.040 -0.005 0.166
H -3.17133 1.35320 -2.49499 0.293 0.212 -0.078
H -3.71483 3.19902 -3.88882 0.110 0.190 -0.098
H -3.63025 2.30769 -5.37066 0.161 -0.186 -0.097
H -1.74743 3.72845 -5.31111 0.306 0.105 0.060
H -1.05694 2.13915 -5.02539 0.023 0.002 -0.055
H -2.02784 3.63036 -2.63524 0.162 0.299 0.207
H -0.63772 2.59158 -2.71514 0.127 0.064 0.024
H -0.71354 5.42739 -3.93178 -0.180 -0.083 -0.012
H 0.62594 4.31761 -3.99238 0.194 0.169 0.138
H 0.77255 6.11792 -2.33220 0.104 0.067 0.153
H -0.51275 6.55725 -0.61012 0.170 -0.212 0.302
H -1.73964 5.16349 0.79927 0.129 -0.081 0.180
H -1.97303 3.08988 1.75861 -0.230 0.306 -0.177
H -1.06312 1.84039 0.88022 0.024 0.090 0.284
H -2.89762 1.10691 -0.39942 0.437 0.229 -0.065
H -4.56663 0.76530 1.67958 -0.063 0.161 0.131
H -3.09130 1.29138 2.54567 -0.276 -0.296 0.268
H -3.10746 -0.16218 1.49582 0.234 0.052 0.106
H -4.72690 2.17529 -0.55113 -0.064 -0.077 -0.036
H 0.21597 4.03367 1.61872 -0.032 0.188 0.141
H 1.60851 2.55088 1.23047 -0.013 -0.037 0.054
H 3.51953 1.83672 0.09112 -0.024 0.231 0.115
H 2.99750 2.50781 -1.42276 -0.293 0.358 0.053
H 1.29038 0.36620 -0.13453 -0.068 -0.067 -0.088
H 1.60265 0.71841 -1.86246 -0.438 -0.195 0.129
H 4.10646 -0.10784 -0.47632 -0.179 0.034 0.341
H 2.83296 -1.32044 -0.38240 0.230 -0.138 -0.002
H 2.55023 -1.20315 -2.82564 0.184 -0.273 -0.184
H 4.26672 -1.55675 -2.38206 -0.158 -0.222 -0.243
H 4.16143 0.01230 -4.22763 -0.077 0.069 -0.104
H 3.19886 1.17082 -3.34490 -0.164 -0.166 0.100
H 5.14412 2.11830 -2.70296 -0.037 -0.034 0.295
H 5.53636 0.72506 -1.71310 0.292 -0.286 -0.143
H 5.11218 0.84670 -5.97224 -0.012 0.065 -0.216
H 4.65896 2.45862 -5.39510 -0.068 -0.026 -0.108
H 5.98265 2.31846 -6.56474 0.000 -0.021 -0.088
C -8.91196 -2.55719 4.29464 -0.021 0.015 0.053
C -9.80202 -2.42459 5.35568 0.060 0.013 -0.038
C -9.39479 -1.82067 6.53325 -0.153 -0.065 -0.052
C -8.09195 -1.35612 6.66000 0.120 -0.020 -0.097
C -7.19174 -1.50934 5.60301 -0.053 0.032 0.116
C -7.61038 -2.10159 4.41772 -0.093 -0.078 -0.111
C -5.77948 -1.06070 5.73518 0.173 -0.050 -0.249
O -4.99748 -1.18871 4.81341 0.012 0.049 0.008
C -5.34461 -0.45845 7.02505 -0.094 -0.010 0.079
C -4.01661 -0.08435 7.19003 0.151 0.077 0.072
C -3.60152 0.48849 8.38019 -0.063 0.009 0.016
C -4.51362 0.69898 9.40958 0.027 -0.014 -0.058
C -5.83692 0.32354 9.25274 0.095 0.066 0.130
C -6.25518 -0.26400 8.06546 0.077 -0.025 -0.119
C -7.67420 -0.69344 7.92553 -0.239 0.033 0.244
O -8.46849 -0.51189 8.82345 0.031 -0.001 -0.019
H -9.23510 -3.02204 3.37231 0.001 -0.001 0.007
H -10.81544 -2.79206 5.26146 0.003 0.009 -0.001
H -10.08741 -1.71257 7.35670 0.092 0.071 0.059
H -6.91657 -2.20933 3.59522 0.091 0.034 0.081
H -3.30844 -0.24575 6.38870 -0.104 -0.050 -0.072
H -2.56543 0.77405 8.50880 -0.006 -0.003 0.006
H -4.18879 1.15281 10.33672 -0.003 -0.007 -0.003
H -6.54588 0.48215 10.05381 -0.088 -0.065 -0.075
C 10.28431 -2.72661 1.32111 -0.055 0.030 -0.020
C 9.46167 -1.71851 0.82909 0.012 -0.039 0.027
C 8.10493 -1.94450 0.67208 0.106 0.110 -0.008
C 7.56451 -3.18345 0.99530 0.027 -0.101 0.020
C 8.39532 -4.20217 1.46748 -0.104 0.089 -0.044
C 9.75298 -3.96532 1.63892 0.155 0.064 -0.005
C 7.84621 -5.55145 1.77472 0.216 -0.234 0.117
O 8.56502 -6.43496 2.18902 -0.026 0.020 -0.011
C 6.39375 -5.79162 1.55263 -0.079 0.109 -0.062
C 5.87113 -7.05812 1.77969 -0.100 -0.146 0.022
C 4.51978 -7.29344 1.58989 -0.022 0.069 -0.015
C 3.68173 -6.26134 1.18026 0.045 -0.024 0.012
C 4.19837 -4.99822 0.94760 -0.134 -0.090 -0.011
C 5.55621 -4.75971 1.12365 0.085 -0.043 0.032
C 6.10301 -3.40688 0.83783 -0.138 0.213 -0.092
O 5.37056 -2.50311 0.47747 -0.037 0.037 -0.036
H 11.34313 -2.54553 1.45119 -0.006 -0.003 -0.003
H 9.88142 -0.75536 0.56976 0.000 -0.007 0.003
H 7.46461 -1.15945 0.29404 -0.087 -0.073 0.016
H 10.39287 -4.75119 2.01626 -0.103 -0.079 -0.010
H 6.52210 -7.85955 2.10134 0.096 0.093 0.012
H 4.11582 -8.28226 1.76275 0.004 0.006 0.005
H 2.62472 -6.44594 1.03915 0.007 -0.003 0.002
H 3.54795 -4.19683 0.62486 0.099 0.067 -0.011
```
Forces are in eV/Å.

calculated total energy = -155522.1423 eV
HOMO energy = -11.10 eV
largest force on an atom = 2.84 eV Å⁻¹
net charge = +1
spin multiplicity = 1